No. 1
# C25H25IN3O4STeW

A structure of composition C25H25IN3O4STeW in a non-equilibrium geometry (the ωB97M-V functional and the def2-TZVPD basis, the OMol25 dataset).

Structure (ORCA input):
```
! wB97M-V def2-TZVPD RIJCOSX def2/J DEFGRID3
* xyz 1 3
W -0.70347 1.28609 -0.18313
C -1.18443 3.93774 2.22476
C -1.37868 3.30562 0.88321
C -0.43559 3.52044 -0.15707
C -0.81830 3.25053 -1.51874
C -1.96564 2.52632 -1.80364
C -2.75575 2.00754 -0.72532
C -2.50189 2.50676 0.59585
H -0.12919 3.96018 2.49675
H -1.72342 3.39640 2.99570
H -1.54935 4.96601 2.18711
H 0.42641 4.14592 0.02504
H -0.23974 3.68011 -2.32131
H -2.28071 2.38944 -2.82841
H -3.71693 1.56078 -0.93911
H -3.22141 2.31949 1.37825
C -3.56393 -5.02089 3.63746
C -2.72392 -3.79376 3.42377
C -2.72270 -3.14230 2.18977
C -1.96860 -1.99860 2.00415
C -1.19124 -1.50381 3.04245
C -1.16472 -2.14406 4.26849
C -1.93061 -3.28569 4.44787
S -0.43659 0.08893 2.79463
O 0.61892 0.30006 3.73921
O -1.53841 1.02015 2.75302
N 0.14871 0.06912 1.26329
C 1.45213 -0.56898 1.13974
C 2.06462 -0.13595 -0.16418
O 2.82525 -0.80373 -0.81679
O 1.62689 1.07292 -0.57625
H -4.41676 -5.03233 2.96067
H -3.92656 -5.07254 4.66277
H -2.97586 -5.92184 3.44905
H -3.32707 -3.53451 1.38004
H -1.97310 -1.45320 1.07582
H -0.55550 -1.73971 5.06712
H -1.91899 -3.78744 5.40747
H 1.39802 -1.66132 1.14378
H 2.09758 -0.25888 1.96781
I -0.34183 -4.19599 -3.46493
C -1.00022 -2.53389 -2.41857
C -2.29456 -2.20339 -2.09662
N -2.23598 -1.04223 -1.42803
N -0.97032 -0.59148 -1.28740
C -0.21195 -1.50389 -1.90048
H -3.21795 -2.71986 -2.29770
H -3.00016 -0.52945 -1.02276
H 0.85728 -1.43499 -1.95642
Te 1.81778 1.33432 -2.65692
C 3.88764 1.33676 -3.17037
C 4.33807 2.49075 -3.80541
C 5.59883 2.49834 -4.38332
C 6.40694 1.37472 -4.30488
C 5.96096 0.23933 -3.64084
C 4.69269 0.20642 -3.08338
H 3.71455 3.37490 -3.85169
H 5.95394 3.38772 -4.88689
H 7.38703 1.37992 -4.76325
H 6.59452 -0.63447 -3.56474
H 4.34331 -0.68455 -2.58649
*
```

Summary:
- Orbital gap (alpha / beta): 6.641 / 6.935 eV
- Total energy: -2463.599467 a.u.
- ΔE to the lowest compared entry with this formula, charge and spin: 1.380 eV

No. 2
# C25H25N5O2PSSr

A structure of composition C25H25N5O2PSSr (the ωB97M-V functional and the def2-TZVPD basis, the OMol25 dataset).

Structure (ORCA input):
```
! wB97M-V def2-TZVPD RIJCOSX def2/J DEFGRID3
* xyz -1 1
Sr -0.41897 0.37080 -1.05635
C -2.57044 1.73638 4.89480
C -1.15161 2.00041 4.40491
N -1.09493 2.65575 3.11754
C -1.37185 2.04198 1.91899
S -1.33790 0.31379 1.85611
N -1.74267 2.89142 0.98342
N -2.01049 2.29640 -0.21644
C -2.63256 2.98154 -1.09942
C -3.09062 4.39494 -0.92800
C -2.90292 2.29400 -2.39369
C -3.55519 2.94949 -3.43538
C -3.78700 2.26673 -4.61808
C -3.37021 0.95521 -4.74147
C -2.72093 0.37538 -3.66241
N -2.50084 1.02100 -2.52210
H -2.56190 1.24373 5.86963
H -3.08933 1.08914 4.18714
H -3.13075 2.66946 4.98886
H -0.60775 1.06113 4.32245
H -0.61493 2.63400 5.11604
H -1.32139 3.63986 3.09177
H -2.86019 4.73120 0.07822
H -4.16515 4.48619 -1.10157
H -2.57901 5.04288 -1.64418
H -3.85837 3.98002 -3.33058
H -4.28231 2.76547 -5.44225
H -3.52227 0.39408 -5.65280
H -2.34353 -0.64173 -3.70456
O 0.45855 -3.10519 -3.52257
C 0.20327 -2.82461 -2.35508
O -0.58743 -1.91328 -1.94287
C 1.00078 -3.60112 -1.26538
P 1.02844 -2.76815 0.36993
C 2.34530 -3.71874 1.22864
C 1.95775 -4.62005 2.21815
C 2.89975 -5.38990 2.88697
C 4.24668 -5.25692 2.58280
C 4.64583 -4.35511 1.60618
C 3.70157 -3.59464 0.93235
C 1.92151 -1.21297 -0.01675
C 1.93094 -0.20731 0.95704
C 2.40961 1.06514 0.66202
C 2.89849 1.35406 -0.60187
C 2.92636 0.35858 -1.57208
C 2.45078 -0.90966 -1.28103
H 1.99688 -3.84091 -1.64351
H 0.48805 -4.55424 -1.11418
H 0.90764 -4.71018 2.47113
H 2.58037 -6.08584 3.65295
H 4.98482 -5.84964 3.10892
H 5.69667 -4.24310 1.36794
H 4.02437 -2.88997 0.17437
H 1.49268 -0.40078 1.92741
H 2.36584 1.84153 1.41601
H 3.21278 2.35782 -0.85349
H 3.27761 0.59317 -2.56770
H 2.45697 -1.65768 -2.06455
N 0.81393 3.17680 -3.37300
C 0.45920 2.32226 -2.66936
*
```

Summary:
- Orbital gap: 7.570 eV
- Total energy: -2162.387181 a.u.
- ΔE to the lowest compared entry with this formula, charge and spin: 0.252 eV

No. 3
# C25H26AlN4O2S2

A structure of composition C25H26AlN4O2S2 (the ωB97M-V functional and the def2-TZVPD basis, the OMol25 dataset).

Structure (ORCA input):
```
! wB97M-V def2-TZVPD RIJCOSX def2/J DEFGRID3
* xyz -1 1
Al -0.25406 -0.53122 0.50524
N -1.84557 -1.56300 1.69094
C -1.27978 -1.94768 2.96186
C -2.03329 -2.30356 4.07068
C -1.37249 -2.67547 5.23672
C 0.01163 -2.70163 5.27271
C 0.79226 -2.34311 4.15737
C 2.20733 -2.34366 4.13738
C 2.85763 -1.96730 2.95047
C 2.14715 -1.58200 1.84598
N 0.76918 -1.54208 1.82636
C 0.11139 -1.94738 2.97339
H -2.67406 -0.98708 1.78923
H -2.11994 -2.38160 1.15479
H -3.11534 -2.28428 4.02018
H -1.94243 -2.94910 6.11561
H 0.52162 -2.99792 6.18251
H 2.75922 -2.63322 5.02178
H 3.93791 -1.97173 2.88282
H 2.64028 -1.27028 0.93816
O 3.33849 0.02774 -1.10134
C 2.13747 0.08033 -1.30072
O 1.23730 -0.11355 -0.40095
C 1.62093 0.43099 -2.67236
C 2.31095 1.41181 -3.37430
C 1.93193 1.76796 -4.65809
C 0.87097 1.10887 -5.26152
C 0.18341 0.12765 -4.56533
C 0.52647 -0.21185 -3.25569
S -0.37358 -1.57219 -2.53617
H 3.15807 1.87809 -2.88889
H 2.46909 2.54489 -5.18759
H 0.56856 1.36223 -6.27030
H -0.64939 -0.38702 -5.02809
C -2.01810 1.40800 -1.93251
C -2.54464 0.01344 -1.57731
C -3.54276 0.16356 -0.42219
C -3.33089 -0.53735 -2.77242
C -1.40273 -0.94432 -1.13958
H -2.86059 2.08123 -2.12151
H -1.41108 1.38210 -2.83573
H -1.41816 1.84230 -1.13136
H -4.38924 0.77648 -0.74277
H -3.09544 0.66664 0.43562
H -3.94439 -0.80999 -0.11878
H -4.19222 0.10456 -2.97757
H -3.69921 -1.54808 -2.57090
H -2.71832 -0.58593 -3.67202
H -1.89589 -1.91099 -0.93545
S -0.76547 1.42812 1.63344
C 0.62826 2.35327 1.03873
N 1.84019 2.02158 1.62996
C 3.02695 2.44426 1.02609
C 2.93314 3.41597 0.07374
C 1.67450 3.87835 -0.31214
N 0.51411 3.25833 0.13929
H 1.84773 1.17194 2.17371
H 3.93547 1.95480 1.33522
H 3.83146 3.78798 -0.40100
H 1.54801 4.65109 -1.05540
*
```

Summary:
- Orbital gap (alpha / beta): 5.285 / 5.388 eV
- Total energy: -2376.791846 a.u.
- ΔE to the lowest compared entry with this formula, charge and spin: 0.585 eV

No. 4
# C25H26AlN6

A structure of composition C25H26AlN6 (the ωB97M-V functional and the def2-TZVPD basis, the OMol25 dataset).

Structure (ORCA input):
```
! wB97M-V def2-TZVPD RIJCOSX def2/J DEFGRID3
* xyz 1 1
Al -0.08896 -0.23208 -0.22856
C -1.29788 2.29867 0.42124
N 0.06788 1.74268 0.26026
C 0.78521 1.91901 1.53385
C 0.27770 0.89215 2.51900
C 0.61884 0.95578 3.85916
C 0.15642 -0.03254 4.70910
C -0.64407 -1.04135 4.19283
C -0.94231 -1.02390 2.84550
N -0.49278 -0.07619 2.01654
C 0.75669 2.28526 -0.96829
C 0.73392 1.25885 -2.07131
C 1.96970 0.74170 -2.58145
C 1.95635 -0.02108 -3.69341
C 0.63757 -0.39220 -4.19157
C -0.29218 0.74338 -4.04883
N -0.28413 1.47998 -2.99699
C -2.31981 1.52770 -0.35766
C -3.50964 2.08570 -0.78494
C -4.43279 1.27658 -1.42240
C -4.13955 -0.06521 -1.61774
C -2.92046 -0.54206 -1.18697
N -2.02832 0.23874 -0.56179
H -1.30376 3.35511 0.14528
H -1.57388 2.23010 1.47556
H 0.62955 2.92942 1.92643
H 1.85238 1.79149 1.36938
H 1.23865 1.76494 4.22133
H 0.41356 -0.01757 5.75886
H -1.02763 -1.83430 4.81705
H -1.56104 -1.79483 2.40665
H 1.76384 2.58575 -0.67998
H 0.21289 3.17260 -1.29438
H 2.90337 0.98108 -2.08871
H 2.84589 -0.42182 -4.15333
H 0.61619 -0.89284 -5.15070
H -1.03862 0.92292 -4.81312
H -3.69505 3.13822 -0.62459
H -5.37016 1.68873 -1.76972
H -4.82995 -0.72982 -2.11443
H -2.62685 -1.56993 -1.35047
N 0.06372 -1.47821 -3.13109
C -0.19787 -1.23683 -2.01201
C 3.38772 -0.04752 0.69289
C 2.56468 -1.28849 0.79471
C 2.95655 -2.49091 1.32185
C 1.84759 -3.36992 1.24395
C 0.82710 -2.66867 0.66373
C -0.54174 -3.16620 0.32993
N 1.25043 -1.38282 0.37392
H 4.40311 -0.28352 0.37465
H 3.46737 0.47989 1.64891
H 2.99272 0.65207 -0.04620
H 3.93863 -2.71260 1.70514
H 1.80480 -4.39852 1.56123
H -0.84799 -3.92530 1.05106
H -0.60405 -3.60434 -0.66920
H -1.32960 -2.39688 0.36981
*
```

Summary:
- Orbital gap: 6.841 eV
- Total energy: -1539.081807 a.u.

No. 5
# C25H26AuClIN3O4Se2

A structure of composition C25H26AuClIN3O4Se2 (the ωB97M-V functional and the def2-TZVPD basis, the OMol25 dataset).

Structure (ORCA input):
```
! wB97M-V def2-TZVPD RIJCOSX def2/J DEFGRID3
* xyz 0 3
Au -0.53476 0.67087 0.63727
Cl -7.64125 1.71440 -0.38243
C -6.05327 1.06320 -0.08738
C -5.89701 -0.28005 0.09087
C -4.62911 -0.83024 0.33339
I -4.43187 -2.88672 0.57724
C -3.47776 -0.05457 0.41020
O -2.31516 -0.55170 0.64347
C -3.66150 1.36819 0.20333
N -2.54411 2.12549 0.25084
C -2.63027 3.41989 0.07783
C -3.85186 4.07170 -0.16149
C -4.99740 3.32855 -0.22052
C -4.93503 1.93074 -0.03939
H -6.75986 -0.93024 0.04509
H -1.70505 3.98330 0.12908
H -3.87154 5.14435 -0.29580
H -5.95545 3.79479 -0.40484
O 3.39714 3.08397 2.27819
C 2.32885 2.67498 3.14610
C 2.36443 1.15408 3.26343
C 3.49920 0.71965 4.21593
O 4.74671 1.35105 3.99263
C 1.06154 0.61692 3.87337
Se -0.65895 1.18532 3.14643
C 2.67743 0.48334 1.91447
Se 1.77519 1.13501 0.32403
H 3.36155 4.03782 2.16312
H 1.36538 2.99175 2.74212
H 2.45479 3.11737 4.14003
H 3.63158 -0.36479 4.11852
H 3.18842 0.91759 5.24695
H 4.65748 1.98747 3.27062
H 1.00468 0.93878 4.91626
H 1.10839 -0.47320 3.88097
H 2.40644 -0.57229 1.97174
H 3.73907 0.56363 1.69010
C 1.28200 -3.39622 -3.89783
N 1.36548 -1.97129 -3.59922
N 0.58678 -1.55645 -2.51448
C 0.06690 -0.29061 -2.75883
O -0.52300 0.39366 -1.92790
C 0.42954 -0.00244 -4.13114
C 1.16426 -1.03600 -4.59424
C 1.71582 -1.26670 -5.95664
C 0.84160 -2.09246 -1.22489
C 2.14717 -2.32805 -0.80393
C 2.36440 -2.83480 0.46879
C 1.29266 -3.06313 1.32392
C -0.00369 -2.80608 0.89874
C -0.23540 -2.34464 -0.38944
H 1.52143 -3.95803 -2.99817
H 2.02087 -3.63519 -4.65840
H 0.28302 -3.67633 -4.24439
H 0.17765 0.90519 -4.65124
H 1.57722 -0.37606 -6.56437
H 1.20367 -2.09603 -6.44833
H 2.77977 -1.50177 -5.91697
H 2.97223 -2.11827 -1.47300
H 3.37540 -3.03617 0.80038
H 1.47010 -3.44330 2.32218
H -0.84876 -2.95641 1.55789
H -1.24417 -2.14282 -0.72028
*
```

Summary:
- Orbital gap (alpha / beta): 7.214 / 4.625 eV
- Total energy: -7129.875772 a.u.
- ΔE to the lowest compared entry with this formula, charge and spin: 0.066 eV

No. 6
# C25H26BrIIrNO10P

A structure of composition C25H26BrIIrNO10P in a non-equilibrium geometry (the ωB97M-V functional and the def2-TZVPD basis, the OMol25 dataset).

Structure (ORCA input):
```
! wB97M-V def2-TZVPD RIJCOSX def2/J DEFGRID3
* xyz 2 2
Ir 0.35041 0.86572 0.78022
O 1.78398 1.29952 4.89676
C 1.22874 1.01571 3.74687
O 1.05207 1.83319 2.85283
C 0.78452 -0.38572 3.59665
C 0.91402 -1.38979 4.53215
C 0.34882 -2.63319 4.23729
C -0.35493 -2.80276 3.05532
C -0.43390 -1.72666 2.18213
N 0.15291 -0.57550 2.44223
C -1.23510 -1.69719 0.90671
O -1.62768 -2.70969 0.38652
O -1.43988 -0.47410 0.46259
H 2.00890 2.24359 4.96096
H 1.42638 -1.20443 5.46533
H 0.42877 -3.44697 4.94502
H -0.84654 -3.73088 2.79878
C -0.24439 -4.95350 -2.12974
O 1.11665 -4.89957 -1.68545
C 1.60405 -3.74771 -1.24859
C 2.91059 -3.79245 -0.71848
C 3.43601 -2.67506 -0.14846
C 2.70281 -1.46465 -0.08725
C 3.17877 -0.34873 0.64364
C 4.61312 -0.24844 1.07055
O 2.43228 0.59239 1.01907
C 1.44228 -1.39879 -0.70779
O 0.76798 -0.24515 -0.82810
C 0.90228 -2.54536 -1.27372
H -0.45341 -6.00406 -2.29805
H -0.36366 -4.40477 -3.06529
H -0.91392 -4.55447 -1.36758
H 3.45114 -4.72773 -0.75443
H 4.41836 -2.72915 0.30051
H 4.77861 -0.88246 1.94475
H 4.83054 0.77872 1.35274
H 5.28665 -0.56861 0.27945
H -0.07270 -2.47470 -1.72949
C -1.24355 5.06368 0.22629
O -0.87476 3.69598 0.56758
P 0.21567 2.90867 -0.20800
O 1.54259 3.75617 -0.25718
C 2.63958 3.71917 0.68232
O -0.23097 3.01759 -1.71406
C 0.63291 2.58740 -2.78623
H -0.36001 5.69736 0.21594
H -1.93356 5.38599 0.99725
H -1.72757 5.07698 -0.74623
H 3.51629 4.05451 0.13728
H 2.79946 2.71554 1.05781
H 2.43553 4.39956 1.50621
H 0.11699 2.83544 -3.70775
H 0.80624 1.51305 -2.72593
H 1.58242 3.11593 -2.74037
Br -2.93668 1.71138 -4.70869
C -4.22703 1.08844 -3.48614
C -5.56417 1.38698 -3.65417
C -6.48405 0.90023 -2.73244
C -6.07321 0.12465 -1.65316
C -4.73729 -0.18764 -1.48393
C -3.81826 0.29851 -2.40789
I -1.81241 -0.12908 -2.24077
H -5.88555 1.98999 -4.49188
H -7.53204 1.13134 -2.86404
H -6.80156 -0.24425 -0.94463
H -4.41050 -0.80015 -0.65386
*
```

Summary:
- Orbital gap (alpha / beta): 7.279 / 5.178 eV
- Total energy: -5092.290990 a.u.
- ΔE to the lowest compared entry with this formula, charge and spin: 2.697 eV

No. 7
# C25H26CdIN4O3S

A structure of composition C25H26CdIN4O3S (the ωB97M-V functional and the def2-TZVPD basis, the OMol25 dataset).

Structure (ORCA input):
```
! wB97M-V def2-TZVPD RIJCOSX def2/J DEFGRID3
* xyz 1 1
Cd 0.61423 0.05092 0.33870
C 0.47574 -3.90241 3.03554
C -0.82599 -3.17433 2.85004
N -1.92539 -3.71383 3.30478
C -3.11045 -3.05032 3.16086
C -3.22309 -1.83081 2.58304
C -4.60213 -1.23176 2.44901
O -4.74296 0.06740 3.04709
C -2.04346 -1.21066 2.06255
C -2.19734 0.12997 1.53174
N -1.36570 0.82879 0.82589
C -1.74816 2.14046 0.39753
C -3.04243 2.42174 -0.03116
C -3.38625 3.68464 -0.48901
C -2.43669 4.69735 -0.53263
C -1.14203 4.44044 -0.10918
C -0.81577 3.17304 0.34334
I 1.15644 2.89037 0.99241
C -0.81947 -1.90001 2.17682
O 0.33500 -1.46357 1.75493
H 0.27352 -4.90873 3.39950
H 1.10957 -3.37970 3.75951
H 1.04185 -3.94600 2.10336
H -3.98955 -3.55555 3.54553
H -5.32433 -1.92711 2.87374
H -4.86157 -1.10515 1.40086
H -4.68807 -0.02564 4.00368
H -3.13154 0.61461 1.80056
H -3.78522 1.63132 -0.01996
H -4.40223 3.87376 -0.82055
H -2.69662 5.68345 -0.90024
H -0.39472 5.22381 -0.12262
C 0.87637 0.95497 -5.93168
C 2.02169 -0.04624 -6.07024
C 2.00075 -1.13352 -5.01167
N 2.26927 -0.55524 -3.67026
C 1.90570 -0.98775 -2.49548
S 2.64727 -0.36173 -1.05967
N 0.95868 -1.95711 -2.38515
C -0.12563 -2.29827 -3.26217
O -0.46477 -3.44449 -3.33736
C -0.81807 -1.16527 -3.94879
C -0.88579 0.10017 -3.37500
C -1.59871 1.11516 -3.99919
C -2.23591 0.86091 -5.20805
C -2.17824 -0.40955 -5.77859
C -1.47900 -1.42487 -5.14381
H 1.00124 1.78754 -6.62647
H 0.82084 1.37165 -4.92126
H -0.08728 0.47762 -6.14463
H 2.98697 0.47015 -6.02449
H 1.98002 -0.53774 -7.04005
H 2.76365 -1.88281 -5.21073
H 1.03475 -1.62393 -5.00937
H 2.93240 0.20506 -3.63798
H 1.10260 -2.60746 -1.62938
H -0.40855 0.29053 -2.42923
H -1.66094 2.09865 -3.54156
H -2.78684 1.65360 -5.70605
H -2.68922 -0.60917 -6.71445
H -1.43978 -2.42559 -5.56252
*
```

Summary:
- Orbital gap: 7.275 eV
- Total energy: -2276.453689 a.u.
- ΔE to the lowest compared entry with this formula, charge and spin: 0.677 eV